1.
Molecular formula: C9H11N2S2
Method: DFT, ωB97M-V with the def2-TZVPD basis set

The spin multiplicity is 1. The calculation puts the total energy at -34151.268 eV. As for the net charge: +1. The highest occupied orbital energy (alpha / beta) comes out at -12.32 / -12.23 eV. For the orbital gap (alpha / beta), the calculation gives 6.0 / 6.0 eV. For the energy above the lowest of the compared OMol25 structures with the same formula, charge and spin, the calculation gives 81.26 kcal per mole.

```
24
Properties=species:S:1:pos:R:3:forces:R:3:mulliken_charge:R:1
C -0.61925 -2.82836 2.03232 -0.06 0.23 -0.13 -0.339
C -1.76301 -2.03428 2.00201 0.01 -0.13 0.08 -0.666
C 0.48505 -2.50096 1.24983 0.12 -0.03 -0.03 -0.811
C -1.82129 -0.94352 1.16787 0.26 0.16 -0.40 -0.441
C 0.45733 -1.39594 0.43186 -0.31 0.21 -0.01 -0.226
C -0.71356 -0.60360 0.35160 0.21 -0.77 0.21 1.182
C -0.78395 0.59157 -0.39031 -0.31 1.43 2.66 -1.100
C 0.85346 2.97202 -0.37061 0.49 0.34 1.83 -0.200
C 0.29936 0.11288 -2.51225 -0.04 -0.64 -1.21 -0.876
N 0.69654 2.10595 -1.45066 -0.16 -0.57 -1.49 -0.789
N 0.09984 0.99300 -1.37606 0.79 1.08 0.16 0.904
S -0.14554 2.84527 1.10248 -0.31 -1.40 -1.31 -0.104
S 2.67248 2.55394 -0.05332 -0.55 -0.13 0.22 -0.109
H -0.57902 -3.69182 2.67726 -0.01 -0.08 0.08 0.406
H -2.59878 -2.27315 2.64195 -0.08 -0.02 -0.02 0.409
H 1.37926 -3.10216 1.30128 0.07 -0.06 0.03 0.404
H -2.70579 -0.32528 1.12987 -0.11 0.05 0.04 0.382
H 1.34833 -1.10858 -0.10717 0.07 -0.01 -0.11 0.446
H -1.63190 1.24344 -0.22334 -0.16 0.03 -0.45 0.805
H 0.83772 4.00210 -0.72410 0.12 -0.05 -0.29 0.446
H 1.16648 0.44876 -3.07627 -0.05 0.02 0.19 0.318
H -0.58107 0.15589 -3.15743 0.01 0.02 0.10 0.347
H 0.42881 -0.91632 -2.18739 0.01 0.10 0.13 0.412
H 3.21850 3.69915 -0.45942 0.00 0.22 -0.28 0.200
```
Positions in Å, forces in eV/Å.

2.
Molecular formula: C9H11N3
Method: DFT, ωB97M-V with the def2-TZVPD basis set

The spin multiplicity is 1. The calculation puts the total energy at -13979.488 eV. The highest occupied orbital energy comes out at -7.71 eV. For the orbital gap, the calculation gives 8.5 eV. The structure (SMILES) is CN1Cc2ccccc2N=C1N. For the energy above the lowest of the compared OMol25 structures with the same formula, charge and spin, the calculation gives 64.82 kcal per mole.

```
23
Properties=species:S:1:pos:R:3:forces:R:3:mulliken_charge:R:1
C -2.78617 1.07644 -0.19755 2.45 1.42 0.24 -0.968
C -0.33351 1.25523 0.45400 -2.58 0.40 -0.53 -0.468
C 0.91536 0.53499 0.10787 0.06 1.58 0.69 0.559
C 2.11854 1.17369 -0.07194 3.09 1.46 -0.21 -0.617
C 3.36783 0.44485 -0.08760 -1.47 0.81 -2.10 -0.610
C 3.22379 -0.97137 -0.07122 3.23 1.15 0.33 -0.326
C 1.98190 -1.53994 -0.11476 1.69 -2.73 0.41 -0.250
C 0.84007 -0.84472 0.09150 1.00 1.39 -0.18 0.461
C -1.38995 -0.87233 -0.01559 -1.41 -2.48 0.10 0.395
H -3.23153 1.12090 0.78492 0.42 -0.26 0.87 0.355
H -3.48758 0.54463 -0.76070 -1.01 0.04 -1.50 0.340
H -2.49662 2.10827 -0.46645 -1.31 -0.30 -0.45 0.321
H -0.32509 2.45495 0.20097 -0.25 -3.28 0.47 0.355
H -0.71264 1.05083 1.52641 1.11 0.79 -1.15 0.279
H 2.26601 2.32193 -0.19276 -0.87 -2.08 0.35 0.194
H 4.25888 1.01625 -0.57856 -1.29 -1.36 1.77 0.249
H 4.20788 -1.56264 0.08314 -1.96 0.64 -0.86 0.273
H 1.91173 -2.63877 -0.19945 -0.05 0.65 0.26 0.348
H -3.39138 -1.33616 -0.78661 2.13 -1.40 2.24 0.225
H -2.51493 -2.65332 0.36857 -0.68 3.33 -1.88 0.278
N -1.45476 0.44630 -0.33723 0.20 1.60 1.46 -0.170
N -0.29160 -1.52504 0.26422 -3.91 -0.76 -0.19 -0.690
N -2.67624 -1.60501 -0.00119 1.40 -0.60 -0.12 -0.531
```
Positions in Å, forces in eV/Å.

3.
Molecular formula: C9H11N3S
Method: DFT, ωB97M-V with the def2-TZVPD basis set

The spin multiplicity is 1. The calculation puts the total energy at -24811.994 eV. The highest occupied orbital energy (alpha / beta) comes out at -7.07 / -8.44 eV. For the orbital gap (alpha / beta), the calculation gives 7.2 / 8.7 eV. For the energy above the lowest of the compared OMol25 structures with the same formula, charge and spin, the calculation gives 93.68 kcal per mole.

```
24
Properties=species:S:1:pos:R:3:forces:R:3:mulliken_charge:R:1
C 2.79645 1.95727 0.43366 0.19 -0.05 0.24 0.368
C -2.18234 -1.27895 0.86683 0.85 3.53 -1.96 -0.736
C -2.79074 -0.04798 0.34057 -1.17 -2.29 1.56 -0.372
C -0.85283 -1.43588 0.51200 -1.09 0.25 -0.23 -0.238
C -0.71653 0.70151 -0.71455 -3.50 -2.96 1.85 -0.451
C -2.15673 0.90126 -0.43852 1.43 -0.93 -0.13 0.543
C -0.22867 -0.50872 -0.30483 0.72 0.60 0.80 -0.099
C -2.87603 2.04030 -1.07775 -0.05 1.98 -0.34 -1.168
C 2.57368 -0.76264 0.07329 -1.11 0.39 -2.04 0.442
N 2.54099 2.80962 1.16514 -0.25 0.09 0.05 -0.444
N 2.71684 -1.06552 1.38395 0.20 4.32 1.51 -0.527
N 2.74783 -1.86224 -0.81328 0.37 0.46 0.52 -0.659
S 3.37434 0.76467 -0.60240 -0.16 -0.53 0.01 -0.195
H -2.70303 -1.96694 1.49370 -0.36 -0.28 0.19 0.424
H -3.87722 -0.02733 0.62621 1.04 0.74 -0.69 0.228
H -0.40037 -2.32581 0.80991 1.17 -1.34 0.42 0.432
H -0.11867 1.21950 -1.34902 1.26 2.28 -1.71 0.548
H -2.35043 2.97180 -0.76843 -0.03 -0.41 -0.45 0.309
H -2.80352 1.99546 -2.20189 -0.24 -0.01 1.13 0.254
H -3.92112 2.30032 -0.75729 0.79 -1.07 -0.30 0.333
H 2.31050 -0.39994 2.11846 0.88 -1.21 -1.80 0.261
H 2.51742 -1.96724 1.58089 -0.82 -3.46 0.83 0.255
H 3.58867 -2.36574 -0.56957 0.31 -0.38 0.08 0.233
H 2.81150 -1.64680 -1.80708 -0.40 0.27 0.45 0.259
```
Positions in Å, forces in eV/Å.

4.
Molecular formula: C9H11N3S2
Method: DFT, ωB97M-V with the def2-TZVPD basis set

The spin multiplicity is 1. The calculation puts the total energy at -35648.324 eV. The highest occupied orbital energy comes out at -8.43 eV. For the orbital gap, the calculation gives 7.6 eV. The structure (SMILES) is Cc1nccn1C(=S)SCCCC#N. For the energy above the lowest of the compared OMol25 structures with the same formula, charge and spin, the calculation gives 81.32 kcal per mole.

```
25
Properties=species:S:1:pos:R:3:forces:R:3:mulliken_charge:R:1
C 3.73550 -1.18867 -0.11163 0.56 -4.78 0.68 -1.196
C 2.98745 0.03529 0.16335 -1.31 1.28 -1.38 0.587
C 2.77836 2.19765 0.03098 -3.38 0.89 2.06 -0.512
C 1.47172 1.71818 0.27489 -0.34 1.30 -0.23 0.063
C 0.49144 -0.61754 0.00600 2.04 -1.79 -0.62 0.289
C -2.21692 -1.34453 0.89006 0.18 4.38 2.89 -0.948
C -2.98423 -0.86354 -0.28360 -0.86 -1.78 -0.73 -0.466
C -3.49977 0.60733 -0.27391 0.85 -1.05 -3.66 -0.476
C -2.52155 1.58173 -0.68316 4.72 5.22 -1.45 0.295
H 4.84100 -1.07444 -0.27546 -1.16 0.81 0.65 0.339
H 3.43185 -1.67449 -1.12111 0.15 0.59 2.08 0.255
H 3.66590 -2.01085 0.83417 -0.12 1.95 -2.79 0.230
H 3.00014 3.30143 0.27326 0.18 -2.08 -1.07 0.282
H 0.46101 2.24233 0.41110 1.91 -0.78 -0.35 0.243
H -2.77997 -1.19843 1.84576 0.30 0.32 -0.55 0.391
H -1.94185 -2.31306 0.99066 1.02 -3.11 -0.73 0.576
H -3.89685 -1.50820 -0.34489 0.47 0.46 0.12 0.348
H -2.36263 -1.28208 -1.12837 -0.77 1.63 0.05 0.315
H -4.20881 0.95233 0.42564 -0.31 0.03 1.46 0.404
H -4.04233 0.73914 -1.23894 -0.55 -0.77 0.45 0.244
N 3.63538 1.12754 -0.03172 0.26 1.03 0.69 -0.502
N 1.50511 0.31846 0.32776 3.99 -0.31 -1.34 0.086
N -1.78502 2.43110 -1.12446 -3.67 -4.36 2.26 -0.520
S 0.89233 -1.90747 -1.11070 -2.27 2.50 2.24 -0.257
S -0.65728 -0.26920 1.25430 -1.91 -1.55 -0.73 -0.069
```
Positions in Å, forces in eV/Å.

5.
Molecular formula: C9H11N4O5S
Method: DFT, ωB97M-V with the def2-TZVPD basis set

The spin multiplicity is 1. The calculation puts the total energy at -36531.809 eV. As for the net charge: +1. The highest occupied orbital energy comes out at -13.33 eV. For the orbital gap, the calculation gives 8.2 eV. The structure (SMILES) is [H]/N=C(/C)Cc1c(S)n[n+](O)c(ON=O)c1CC(=O)O.

```
30
Properties=species:S:1:pos:R:3:forces:R:3:mulliken_charge:R:1
C 2.73057 -0.24434 0.78187 0.01 -0.33 0.25 -0.972
C 2.72833 0.21546 -0.63674 0.20 0.35 -0.26 0.742
N 3.83007 0.43974 -1.20384 0.00 -0.07 -0.22 -0.688
C 1.39410 0.36946 -1.39022 0.37 -0.65 0.29 -1.801
C 0.28230 0.70863 -0.47168 -0.64 -0.23 -0.08 0.344
C 0.08918 2.05315 -0.09327 1.40 1.25 -0.34 0.776
S 1.14336 3.32945 -0.79169 -0.16 0.27 -0.25 -0.187
N -0.81132 2.50893 0.73897 -0.21 -0.74 0.07 -0.951
N -1.59611 1.57511 1.19711 -0.37 0.79 0.78 0.945
O -2.54669 2.02662 2.06735 -0.11 0.28 -0.31 -0.429
C -1.56230 0.28575 0.90269 -0.86 -1.34 0.42 -0.013
O -2.48554 -0.49234 1.47408 1.83 0.24 0.69 -0.418
N -3.73755 -0.71456 0.64859 -2.14 0.10 -0.60 0.408
O -4.11706 0.23515 0.16032 0.33 -0.28 -0.14 -0.183
C -0.59382 -0.23697 0.05567 0.75 0.72 -0.68 0.495
C -0.44382 -1.69109 -0.27385 -0.53 0.33 -0.42 -0.084
C -1.70470 -2.52825 -0.27832 -0.40 -1.52 1.94 -0.129
O -1.93947 -3.29448 0.63042 0.34 0.67 -1.26 -0.482
O -2.52835 -2.40451 -1.35250 1.15 0.43 -0.18 -0.419
H 2.47338 0.53592 1.49466 -0.16 0.21 -0.01 0.289
H 2.06716 -1.08713 0.94983 -0.27 -0.08 0.01 0.185
H 3.72047 -0.59449 1.03315 0.32 0.06 0.01 0.403
H 3.68411 0.73019 -2.17072 0.21 0.14 -0.03 0.253
H 1.49683 1.08879 -2.18447 0.07 0.42 -0.06 0.720
H 1.23331 -0.58159 -1.88276 -0.18 -0.22 -0.01 0.415
H 2.07271 3.42298 0.17605 -0.22 -0.27 0.15 0.221
H -2.43208 1.55218 2.90583 0.08 -0.14 0.07 0.401
H -0.00123 -1.76952 -1.25707 -0.03 0.01 -0.26 0.408
H 0.27642 -2.13115 0.40174 -0.09 -0.26 0.41 0.353
H -2.72226 -3.30707 -1.63117 -0.71 -0.16 0.03 0.397
```
Positions in Å, forces in eV/Å.

6.
Molecular formula: C9H11NO2
Method: DFT, ωB97M-V with the def2-TZVPD basis set

The spin multiplicity is 1. The calculation puts the total energy at -15094.892 eV. The highest occupied orbital energy comes out at -8.93 eV. For the orbital gap, the calculation gives 9.6 eV. The structure (SMILES) is N[C@@H](Cc1ccccc1)C(=O)O. For the energy above the lowest of the compared OMol25 structures with the same formula, charge and spin, the calculation gives 52.87 kcal per mole.

```
23
Properties=species:S:1:pos:R:3:forces:R:3:mulliken_charge:R:1
C 1.96966 0.47370 0.37683 -1.50 2.39 -0.26 0.429
C 2.01457 -0.98800 0.16919 3.09 0.53 -2.53 0.169
C 0.73318 0.81935 -0.53396 2.16 -1.87 -0.56 -1.363
C -0.61167 0.37876 -0.15021 -2.07 -0.35 -1.25 0.816
C -1.69459 1.24255 0.17867 0.92 -1.16 1.32 -0.575
C -0.99594 -0.96584 -0.49198 2.81 2.43 -0.36 -0.513
C -2.93199 0.65590 0.40618 -3.35 2.42 -0.35 -0.253
C -2.24268 -1.38374 -0.36077 -3.29 -3.30 0.22 -0.266
C -3.32467 -0.61622 0.08314 1.07 -0.63 -0.12 -0.573
H 3.11211 2.34791 0.16254 -0.68 -3.10 -0.65 0.276
H 3.94971 0.85797 0.05939 -0.82 0.73 -0.40 0.253
H 1.75790 0.65258 1.41756 0.07 0.25 0.51 0.299
H 1.22793 0.23138 -1.38702 -1.85 1.38 0.14 0.513
H 0.78812 1.83927 -0.72418 -0.04 1.88 -0.38 0.482
H -1.73528 2.30602 0.47221 1.10 -0.55 -0.55 0.303
H -0.31532 -1.56886 -1.09873 0.15 0.03 0.69 0.397
H -3.76308 1.40806 0.62667 1.11 -1.10 0.04 0.217
H -2.42307 -2.45788 -0.58927 -0.06 0.84 -0.18 0.266
H -4.35265 -1.02976 0.07440 0.85 0.59 0.31 0.354
H 1.70640 -2.49115 1.10882 -0.11 -0.56 0.64 0.397
N 3.04307 1.30532 -0.20156 1.82 0.76 1.24 -0.636
O 2.32936 -1.46089 -0.95616 -1.35 -0.07 4.25 -0.572
O 1.75893 -1.55641 1.35824 -0.04 -1.54 -1.77 -0.419
```
Positions in Å, forces in eV/Å.